Density functional theory data (ωB97M-V/def2-TZVPD) for a molecular structure, C22H13BrF9N5O2Pd.

The electronic energy comes out at -132548.2502 eV. For the max |F|, the calculation gives 0.045 Eh/bohr. For the HOMO energy (spin up / spin down), the calculation gives -7.67 / -7.67 eV. Its frontier orbital gap (spin up / spin down) is 0.2178 / 0.2177 Ha. The energy above the lowest of the compared OMol25 structures with the same formula, charge and spin comes out at 53.8 kcal/mol. As for the LUMO energy (spin up / spin down): -1.7 / -1.7 eV.

Geometry (Å):
Pd 0.07 2.18 0.51
Br 3.04 -5.45 -5.02
C 1.83 -5.40 -3.56
C 1.86 -6.41 -2.62
C 0.99 -6.36 -1.54
C 0.12 -5.30 -1.39
C 0.06 -4.31 -2.37
C 0.92 -4.36 -3.47
N -0.82 -5.36 -0.28
N -1.11 -4.37 0.41
C -0.35 -3.14 0.39
C 1.02 -3.06 0.30
C 1.71 -1.83 0.37
C 1.02 -0.63 0.49
O 1.58 0.53 0.59
C -0.40 -0.72 0.56
N -1.09 0.46 0.63
C -2.39 0.48 0.75
C -3.13 -0.71 0.82
C -2.49 -1.91 0.73
C -1.08 -1.95 0.58
H 2.56 -7.23 -2.72
H 1.01 -7.13 -0.78
H -0.66 -3.51 -2.29
H 0.87 -3.60 -4.23
H 1.60 -3.97 0.23
H 2.79 -1.80 0.34
H -2.87 1.45 0.79
H -4.21 -0.66 0.93
H -3.03 -2.85 0.77
N 1.35 1.65 3.17
C 1.25 1.56 4.51
C 0.06 2.15 4.86
C -0.51 2.56 3.65
N 0.29 2.26 2.64
H 2.06 1.29 2.54
H 2.02 1.10 5.10
H -0.35 2.26 5.86
H -1.45 3.07 3.46
F -2.11 4.15 0.36
C -1.63 4.38 -0.87
F -2.37 5.33 -1.43
F -1.82 3.25 -1.56
C -0.09 4.73 -0.77
O 0.50 4.14 0.31
C 0.60 4.27 -2.08
F 1.83 4.78 -2.17
F -0.09 4.61 -3.17
F 0.72 2.93 -2.08
C 0.05 6.26 -0.62
F -0.76 6.69 0.37
F 1.29 6.59 -0.30
F -0.29 6.91 -1.74